# 1
Formula: C4H16N2O4S
Source: the OMol25 dataset
Level of theory: the ωB97M-V functional and the def2-TZVPD basis

CARTESIAN COORDINATES (ANGSTROEM)
S -1.5513 -1.6811 -1.6373
O 1.5159 -2.5659 0.7141
O 1.9407 0.7542 -1.6133
O -2.6801 1.2400 1.7933
O 3.0582 -1.8244 -1.4781
N -0.8673 2.3975 1.1869
N -1.0751 -1.0624 1.4733
C -1.0798 0.0276 0.4456
C 0.3629 2.5889 0.4565
C -1.6171 1.2604 1.1957
C -2.0464 -0.1675 -0.7077
H 1.3805 -3.4956 0.9809
H 2.7286 1.3097 -1.6355
H -1.7748 -1.7667 1.2461
H 2.6120 -2.2115 -0.6841
H -1.4370 -0.7393 2.3618
H 2.4529 -2.1805 -2.1575
H 0.7787 1.7396 -0.0770
H -0.6291 -1.1604 -2.4492
H -3.0488 -0.4124 -0.3716
H -0.0285 0.0733 0.2010
H -2.0870 0.7252 -1.3251
H -1.3284 3.1588 1.6474
H 2.2900 -0.1560 -1.4639
H 1.1698 2.9018 1.1279
H 0.2269 3.3578 -0.3103
H 0.7337 -2.1110 1.0800

Cartesian forces (eV/Å) of the 2 atoms listed first:
S -0.6049 -0.0790 -0.0496
O -0.1014 -0.6075 0.5671

Properties
Strongest force on any atom (eV/Å): 2.4
Charge: -1
E_tot (eV): -26412.7746
2S+1: 2
HOMO energy (alpha / beta) (eV): 0.771 / -5.877
Relative energy (zero: lowest compared OMol25 entry of this formula, charge and spin) (kcal/mol): 0.0
Frontier orbital gap (alpha / beta) (Ha): 0.0626 / 0.3201
LUMO level (alpha / beta) (eV): 2.47 / 2.83

# 2
Formula: C4H23NO7S
Source: the OMol25 dataset
Level of theory: the ωB97M-V functional and the def2-TZVPD basis

CARTESIAN COORDINATES (ANGSTROEM)
S 2.6827 0.1587 2.4170
O -1.6022 -2.0587 -3.0305
O -0.0103 -3.8897 -1.6467
O -2.0196 0.2387 -1.4253
O -0.3249 0.3676 3.0529
O -2.4855 -0.9032 1.9980
O -2.3355 -3.5230 -0.1557
O -0.4511 3.9380 1.0027
N 1.1444 2.3298 0.1913
C -0.0194 3.2092 -0.0999
C 3.0899 0.1510 0.6062
C 1.8515 -0.0014 -0.2570
C 1.3520 1.3337 -0.8417
H -2.2719 -0.1339 1.4519
H 2.0809 1.6866 -1.5895
H 3.7522 -0.7140 0.5750
H -0.5085 -4.0210 -0.8133
H -0.7433 0.6824 3.8468
H 1.9283 2.9569 0.3081
H -0.1211 0.9602 2.3239
H -2.4898 -2.7009 0.3350
H 1.0268 -0.5136 0.2407
H 3.7119 1.0097 0.3636
H -0.7955 2.5506 -0.4987
H -2.5510 -3.2567 -1.0575
H -1.3143 -2.9281 -2.6718
H 2.1456 -0.6226 -1.1172
H -2.7764 0.6972 -1.7912
H 0.4216 1.1257 -1.3725
H 1.9058 1.2385 2.4755
H -0.7268 -1.6523 -2.9755
H 0.3205 3.9158 -0.8683
H -1.9603 -0.6494 -1.8247
H -1.6751 -0.9740 2.5295
H -0.9441 3.3573 1.5864
H 0.7123 -3.3651 -1.2678

Cartesian forces (eV/Å) of the 2 atoms listed first:
S 0.6528 -0.1338 -0.3412
O 0.6020 -0.4874 0.4887

Properties
Strongest force on any atom (eV/Å): 1.7
E_tot (eV): -31178.6114
2S+1: 1
HOMO energy (eV): -8.839
Relative energy (zero: lowest compared OMol25 entry of this formula, charge and spin) (kcal/mol): 0.0
Frontier orbital gap (Ha): 0.3331
LUMO level (eV): 0.23

# 3
Formula: C15H15CuN10S
Source: the OMol25 dataset
Level of theory: the ωB97M-V functional and the def2-TZVPD basis

CARTESIAN COORDINATES (ANGSTROEM)
Cu 0.1527 1.2175 0.1917
S 0.7898 3.4205 0.1924
N -0.7997 -0.5528 0.6469
N 0.5301 -1.4973 2.2898
N 1.3521 4.4312 2.6051
N -2.2889 -4.1971 -0.0665
N 1.7980 1.2147 1.4344
N -1.6702 1.5499 -0.6767
N 1.7396 -0.2650 -0.7599
N -0.8587 -2.8772 1.1291
N 1.8773 2.2248 2.3602
N -2.3728 -1.9396 -0.4493
C 2.5441 -2.0902 -2.0733
C 1.6388 -1.0718 -1.8132
C 3.5996 -2.2753 -1.1987
C -2.3742 0.4220 -0.8601
C 1.3771 3.3177 1.8486
C -3.5712 0.3955 -1.5423
C 2.8124 0.4831 1.2213
C -1.8211 -0.7844 -0.1922
C 2.7540 -0.4602 0.0945
C -0.3922 -1.6530 1.3352
C -2.1632 2.6999 -1.1313
C -3.3735 2.7618 -1.8050
C 3.7101 -1.4442 -0.0946
C -1.8189 -2.9826 0.2160
C -4.0777 1.5936 -2.0274
H -5.0185 1.6117 -2.5612
H -4.0884 -0.5445 -1.6660
H 4.3297 -3.0543 -1.3740
H 4.5212 -1.5532 0.6139
H 3.7188 0.6098 1.8079
H -1.9364 -4.9943 0.4328
H 0.8086 -0.8873 -2.4862
H 1.8691 4.4388 3.4685
H 1.1267 5.3085 2.1729
H -3.7445 3.7172 -2.1477
H 2.4234 -2.7101 -2.9509
H -3.0445 -4.2964 -0.7204
H 0.7377 -2.2925 2.8691
H 0.7653 -0.5745 2.6098
H -1.5615 3.5795 -0.9433

Cartesian forces (eV/Å) of the 2 atoms listed first:
Cu 0.3504 0.3284 0.3654
S -0.0961 0.1748 0.2073

Properties
Strongest force on any atom (eV/Å): 0.6
Charge: +1
E_tot (eV): -86171.8051
2S+1: 2
HOMO energy (alpha / beta) (eV): -11.098 / -11.077
Relative energy (zero: lowest compared OMol25 entry of this formula, charge and spin) (kcal/mol): 0.0
Frontier orbital gap (alpha / beta) (Ha): 0.2860 / 0.2729
LUMO level (alpha / beta) (eV): -3.31 / -3.65

# 4
Formula: C5H16N3SZn
Source: the OMol25 dataset
Level of theory: the ωB97M-V functional and the def2-TZVPD basis

CARTESIAN COORDINATES (ANGSTROEM)
Zn 2.5551 1.1770 -0.9010
S 1.3530 -1.1306 -0.7773
N -0.3249 -1.1868 1.2864
N 0.2075 2.2670 -0.0495
N -1.2660 -0.5170 -0.7240
C -2.7211 -1.4032 1.1011
C -2.6271 -0.9446 -0.3438
C -0.1538 -0.9363 -0.0253
C -1.5908 -0.8805 1.9633
C 4.2017 0.4628 -1.4979
H -2.7084 -2.4995 1.1200
H 0.5382 -1.2665 1.8146
H -1.5654 -1.3836 2.9282
H -1.6909 0.1963 2.1360
H -1.0810 -0.5088 -1.7310
H -3.2870 -0.0906 -0.5215
H 4.7285 1.3604 -1.2914
H 4.1380 -0.2289 -0.6900
H 4.2985 0.0166 -2.4943
H -3.6820 -1.0896 1.5182
H -2.9422 -1.7466 -1.0177
H 1.7203 1.7454 0.3075
H 0.2973 3.2357 -0.3109
H 1.7788 1.5780 -2.2273
H -0.4446 1.6688 -0.5204
H 0.2684 2.1049 0.9481

Cartesian forces (eV/Å) of the 2 atoms listed first:
Zn -1.1958 0.8331 -0.2684
S -1.2878 -0.5437 0.5099

Properties
Strongest force on any atom (eV/Å): 2.8
Charge: -1
E_tot (eV): -69163.8234
2S+1: 1
HOMO energy (eV): -1.759
Relative energy (zero: lowest compared OMol25 entry of this formula, charge and spin) (kcal/mol): 26.7
Frontier orbital gap (Ha): 0.1648
LUMO level (eV): 2.72